{"formula": "C4H8O2", "method": "ωB97M-V with the def2-TZVPD basis set", "smiles": "C[C@H]1COCO1", "homo_lumo_gap_ev": 10.877, "e_homo_ev": -9.8, "total_charge": 0, "lumo_ev": 1.09, "energy_ha": -307.66428, "species": ["O", "O", "C", "C", "C", "C", "H", "H", "H", "H", "H", "H", "H", "H"], "xyz": [[0.248434, 1.174848, -0.132973], [1.715006, -0.534254, -0.508945], [0.402375, -1.061351, -0.408444], [1.574970, 0.873387, -0.494106], [-1.777492, 0.053344, 0.530427], [-0.268289, -0.010418, 0.464274], [-2.223651, 0.214746, -0.455103], [0.458961, -2.056841, 0.038339], [-2.177909, -0.874032, 0.953541], [2.288461, 1.280378, 0.236519], [1.766139, 1.297917, -1.487936], [0.141003, -0.114167, 1.482284], [-0.071764, -1.123066, -1.400605], [-2.076240, 0.879513, 1.182727]], "forces_ev_per_angstrom": [[-0.0142, 0.0656, 0.0547], [0.0441, -0.0438, -0.1037], [-0.2399, -0.1303, 0.0544], [0.2768, 0.2731, -0.0916], [-0.0007, -0.0118, -0.0329], [-0.0960, -0.1885, 0.1234], [0.1290, -0.0415, 0.0731], [0.0081, 0.1467, -0.0294], [0.0673, 0.1199, -0.0645], [-0.0724, -0.0899, -0.0888], [-0.0464, -0.0190, 0.1185], [-0.0473, 0.0237, -0.0716], [-0.0202, 0.0124, 0.1737], [0.0118, -0.1167, -0.1151]]}